Molecular formula: C3H3O3S
Method: DFT, ωB97M-V/def2-TZVPD

The calculation puts the energy above the lowest of the compared OMol25 structures with the same formula, charge and spin at 1.9282 eV. The HOMO energy comes out at -3.7850 eV. The value obtained for the molecular weight is 119.1 g mol⁻¹.

```
! RIJCOSX wB97M-V def2-TZVPD def2/J DEFGRID3
* xyz -1 1
C -1.95 -2.00 -2.39
C -1.65 -1.03 -1.71
C 0.61 0.24 1.55
O 1.68 0.18 2.10
O -0.33 -0.47 1.29
O 2.13 2.45 1.20
S 0.55 2.10 0.81
H -2.19 -2.71 -3.07
H 2.37 1.50 1.27
H -1.22 -0.25 -1.05
*
```